A 5-piece molecular cluster, C35H56O13SSi overall. Source: the OMol25 dataset; level of theory: ωB97M-V/def2-TZVPD.

Last column: Löwdin charge in e.
CARTESIAN COORDINATES (ANGSTROEM)
C1 1.973384 2.707353 -3.565120  -0.078
C2 0.764872 1.737924 -3.638610  -0.245
C3 1.155976 0.267533 -3.796502  -0.168
C4 1.178552 -0.508990 -2.500770  -0.157
O1 -0.134655 -1.065081 -2.219059  -0.022
C5 -0.333318 -1.167836 -0.878962  -0.176
C6 -1.198592 -0.396980 -0.193953  -0.041
C7 -2.053360 0.622246 -0.889628  -0.078
C8 -2.421275 1.823598 -0.041236  -0.249
O2 -3.426177 2.576485 -0.738131  -0.221
Si1 -4.331725 3.619399 0.214414  0.454
C9 -5.974870 2.900712 0.786641  -0.135
C10 -3.398766 4.152691 1.769970  -0.148
C11 -4.742880 5.170462 -0.787896  -0.160
C12 -1.283673 -0.624388 1.271723  -0.324
O3 -2.318531 -0.398645 1.900967  0.062
C13 -0.068749 -1.170110 1.965503  -0.452
S1 0.127448 -0.753154 3.671495  0.868
C14 0.774117 -1.968349 1.291601  -0.141
C15 2.005681 -2.644833 1.801800  -0.123
C16 3.250677 -1.735000 1.802758  -0.132
C17 4.043451 -1.761204 3.100224  -0.232
O4 3.224711 -1.718292 4.251624  -0.217
C18 3.526984 -0.660983 5.133383  -0.114
C19 0.439672 -2.224038 -0.156509  -0.231
O5 0.778420 -3.264612 -0.706088  0.123
H1 2.036421 3.134581 -2.571680  0.069
H2 1.804836 3.530637 -4.248854  0.065
H3 2.892867 2.193080 -3.811298  0.063
H4 0.155982 1.913243 -2.755911  0.076
H5 0.148555 2.016636 -4.488281  0.099
H6 2.167227 0.238237 -4.191795  0.107
H7 0.506772 -0.250163 -4.494812  0.118
H8 1.430164 0.168462 -1.682631  0.136
H9 1.914686 -1.308999 -2.499780  0.126
H10 -2.994509 0.138877 -1.157830  0.142
H11 -1.623046 0.931447 -1.831485  0.107
H12 -2.855988 1.457206 0.881548  0.093
H13 -1.563565 2.466773 0.146194  0.124
H14 -6.008840 2.785158 1.865928  0.032
H15 -6.760172 3.604992 0.526056  0.033
H16 -6.241707 1.951115 0.331385  0.019
H17 -3.688236 3.482768 2.576271  0.029
H18 -3.697161 5.157443 2.052962  0.035
H19 -2.320155 4.101242 1.664866  0.025
H20 -5.614351 5.603864 -0.305993  0.029
H21 -3.908956 5.862837 -0.769816  0.023
H22 -5.028054 4.878970 -1.794493  0.026
H23 1.008798 0.254379 3.575594  -0.106
H24 2.200370 -3.452052 1.102811  0.105
H25 1.824022 -3.119728 2.757971  0.123
H26 3.026320 -0.710247 1.513164  0.120
H27 3.945687 -2.113546 1.058566  0.108
H28 4.582345 -2.713259 3.138777  0.129
H29 4.798899 -0.978024 3.092214  0.078
H30 3.822288 0.233483 4.589160  0.089
H31 4.299320 -0.952405 5.845802  0.087
H32 2.631233 -0.443093 5.709743  0.074
O6 5.994908 0.458210 2.187530  0.106
C20 6.911633 -0.185974 1.766725  -0.485
O7 6.746305 -1.165985 0.851743  0.023
C21 7.996027 -1.842623 0.616597  -0.146
C22 9.070440 -0.850698 1.041989  -0.151
C23 8.369585 -0.093214 2.168815  -0.068
H33 8.010545 -2.755144 1.215682  0.129
H34 8.059040 -2.111833 -0.434459  0.125
H35 10.001625 -1.329228 1.337009  0.116
H36 9.289233 -0.166961 0.220920  0.118
H37 8.494313 -0.585023 3.134790  0.134
H38 8.681701 0.944383 2.238370  0.126
O8 0.242582 6.767347 -4.970935  0.124
C24 -0.588702 6.111780 -4.420655  -0.487
O9 -0.411429 5.597472 -3.175680  0.023
C25 -1.533309 4.767431 -2.821645  -0.154
C26 -2.672945 5.241325 -3.698210  -0.161
C27 -1.946524 5.692262 -4.962544  -0.067
H39 -1.265751 3.727142 -3.014223  0.108
H40 -1.752826 4.886092 -1.762947  0.115
H41 -3.425437 4.474764 -3.871605  0.118
H42 -3.163973 6.094611 -3.229175  0.111
H43 -1.801835 4.872711 -5.667995  0.130
H44 -2.435135 6.525465 -5.458263  0.125
O10 -8.632736 0.764857 2.235012  0.119
C28 -7.618890 0.142689 2.339131  -0.510
O11 -6.775825 0.282455 3.389533  0.019
C29 -5.591644 -0.513692 3.185854  -0.149
C30 -6.000185 -1.591465 2.193149  -0.148
C31 -7.050029 -0.864608 1.355457  -0.074
H45 -4.803486 0.131385 2.793364  0.108
H46 -5.267957 -0.920894 4.140159  0.127
H47 -5.161901 -1.982295 1.619875  0.112
H48 -6.465096 -2.425166 2.721624  0.117
H49 -6.604095 -0.319863 0.522026  0.114
H50 -7.830736 -1.525749 0.991166  0.124
O12 2.435634 -7.191098 1.421976  0.122
C32 2.016719 -7.403292 0.324353  -0.488
O13 2.321555 -8.528862 -0.370319  0.022
C33 1.766707 -8.458347 -1.694408  -0.160
C34 0.625214 -7.455172 -1.597828  -0.152
C35 1.134257 -6.502667 -0.517919  -0.085
H51 2.551158 -8.129238 -2.379735  0.125
H52 1.435192 -9.450466 -1.991244  0.122
H53 0.396454 -6.972537 -2.545855  0.116
H54 -0.279053 -7.956421 -1.249496  0.117
H55 1.746751 -5.702040 -0.931798  0.119
H56 0.332494 -6.081645 0.080092  0.124

Forces on the atoms, in the same order (eV/Å):
C -0.878 -0.245 0.101
C 0.269 0.309 -0.318
C 0.016 -0.012 0.373
C -0.051 0.004 0.242
O -0.036 0.315 0.164
C -0.121 0.202 0.241
C 0.692 -0.057 -0.717
C -0.653 -0.216 0.331
C -0.663 -0.065 -0.492
O 0.183 0.314 0.330
Si -0.346 0.703 0.091
C 0.258 -0.025 -0.211
C -0.219 -0.530 -0.417
C 0.117 -1.061 0.383
C -1.269 -0.109 0.849
O 1.235 -0.208 -0.763
C 0.374 0.208 -0.316
S -0.380 -0.188 0.549
C -0.271 0.182 -0.027
C -0.011 -0.247 -0.410
C 0.192 0.014 0.192
C 0.179 -0.782 0.134
O -0.063 0.386 -0.054
C -0.282 -0.250 0.074
C 0.304 -1.043 -0.172
O -0.194 1.192 0.278
H 0.302 0.072 0.181
H 0.247 0.191 -0.128
H 0.287 0.066 -0.065
H -0.232 -0.286 0.140
H -0.137 0.073 -0.134
H 0.121 -0.127 -0.266
H -0.089 -0.123 -0.138
H 0.106 0.078 0.112
H -0.013 -0.249 -0.109
H -0.170 -0.042 -0.014
H 0.328 0.000 -0.173
H 0.261 0.104 0.340
H 0.214 -0.023 0.174
H 0.026 -0.109 0.182
H -0.184 0.068 -0.045
H 0.023 -0.129 -0.089
H 0.085 -0.057 0.206
H 0.011 0.185 0.017
H 0.193 0.175 0.020
H -0.044 0.302 0.038
H 0.037 0.235 -0.224
H 0.061 0.201 -0.252
H 0.066 -0.116 -0.361
H -0.026 -0.234 -0.006
H -0.027 0.278 0.378
H -0.229 0.154 0.080
H 0.082 0.132 -0.301
H 0.074 -0.130 -0.010
H -0.269 0.051 0.098
H 0.139 0.185 -0.007
H 0.273 0.074 -0.002
H -0.156 0.028 0.042
O 0.062 0.204 -0.204
C 0.075 0.105 0.293
O 0.013 -0.047 -0.081
C 0.168 -0.070 -0.040
C 0.033 0.067 0.102
C 0.177 -0.096 -0.464
H -0.012 0.015 0.029
H -0.159 0.018 -0.018
H -0.037 -0.059 0.020
H -0.002 -0.018 -0.017
H -0.035 0.066 0.048
H -0.096 0.029 0.204
O 0.148 0.093 0.068
C -0.054 -0.130 -0.248
O -0.074 0.019 -0.029
C -0.043 -0.114 0.152
C -0.253 0.045 -0.282
C -0.101 0.037 0.528
H -0.015 -0.022 0.000
H 0.196 0.021 0.035
H 0.037 -0.050 0.056
H -0.017 -0.004 -0.008
H 0.035 0.048 -0.067
H 0.129 -0.014 -0.180
O -0.109 0.066 0.128
C 0.039 0.069 -0.292
O 0.009 -0.070 0.022
C 0.179 -0.042 -0.030
C -0.047 -0.035 -0.142
C 0.177 -0.317 0.371
H 0.009 -0.021 -0.019
H -0.082 0.126 0.085
H 0.052 0.083 0.023
H 0.009 0.000 0.014
H -0.069 0.001 -0.038
H -0.087 0.161 -0.147
O 0.063 -0.128 0.129
C 0.037 0.324 -0.044
O -0.034 -0.054 -0.026
C -0.086 0.001 -0.115
C -0.031 0.126 0.023
C -0.230 -0.471 -0.215
H 0.002 0.025 0.009
H 0.094 -0.066 0.102
H 0.068 -0.005 -0.016
H 0.007 -0.027 -0.016
H -0.041 0.092 0.087
H 0.156 0.203 0.092

The multiplicity is 1. The LUMO energy comes out at -0.048 hartree. Its structure (SMILES) is CCCCOC1=C(CCO[Si](C)(C)C)C(=O)C(S)=C(CCCOC)C1=O.O=C1CCCO1.O=C1CCCO1.O=C1CCCO1.O=C1CCCO1.